[1]
Formula: C29H47MnN5O2
Source: the Open Molecules 2025 dataset
Level of theory: wB97M-V/def2-TZVPD

Kohn-Sham gap (alpha / beta): 1.61 / 4.42 eV
⟨S²⟩: 4.23
LUMO (alpha / beta): 0.1594 / 0.1589 Ha
total charge: -2
2S+1: 4

```
84
Properties=species:S:1:pos:R:3:lowdin_spin:R:1
Mn -0.315 -1.398 0.143 2.1103
O -0.332 0.149 2.461 0.0254
O 0.552 1.533 3.853 0.0047
N 0.638 0.460 3.231 0.0013
N -1.479 -3.584 0.886 -0.0267
N 3.302 2.612 0.763 0.0000
N 1.630 3.933 0.584 0.0000
N -3.162 -2.258 0.516 -0.0157
C -0.898 -1.737 -2.659 0.0015
C -5.397 -1.247 0.510 0.0304
C -3.680 -0.442 -1.104 0.0116
C 0.593 -2.876 1.964 0.0120
C 3.587 3.709 1.574 0.0002
C -0.307 3.165 -0.613 0.0019
C -1.833 -2.274 0.786 -0.0377
C 2.522 4.534 1.467 0.0001
C -0.789 -1.529 -4.043 0.0171
C -3.911 -0.984 0.306 0.0011
C 0.156 4.116 0.474 0.0001
C 0.042 -0.174 -5.979 0.0022
C 3.069 0.401 -0.137 -0.0010
C -0.265 -0.840 -1.776 0.0018
C 0.700 -3.844 -0.303 0.0647
C -0.036 -0.445 -4.518 -0.0045
C 3.697 0.630 2.238 0.0034
C 0.638 0.414 -3.643 0.0019
C 2.241 2.898 0.006 0.0001
C -0.036 -3.922 1.039 -0.0012
C -0.554 3.679 1.759 0.0008
C -2.562 -4.394 0.592 0.0883
C 3.875 1.239 0.840 0.0001
C 0.102 -5.300 1.656 0.2543
C 0.504 0.228 -2.262 0.0033
C -0.124 5.575 0.153 0.0001
C -3.620 -3.561 0.380 0.0569
C 5.361 1.306 0.484 0.0020
C -3.385 0.069 1.309 0.0129
H 0.634 -1.794 1.631 -0.0010
H -1.197 5.729 -0.023 0.0001
H -5.818 -1.964 -0.210 0.0081
H 1.634 -3.200 2.153 0.0069
H -2.732 0.804 0.815 0.0038
H 2.033 0.333 0.229 -0.0012
H 0.038 2.155 -0.371 0.0023
H -1.279 -2.191 -4.768 0.0065
H 2.336 5.477 1.962 0.0000
H 4.202 1.210 3.026 0.0002
H 0.411 5.845 -0.771 0.0000
H -1.404 3.172 -0.625 0.0002
H -0.293 -6.096 1.011 0.0726
H 1.741 -4.176 -0.156 0.0217
H 4.133 -0.384 2.223 0.0027
H -0.344 -1.051 -6.491 0.0011
H 5.900 1.929 1.221 0.0001
H -4.043 -1.108 -1.896 0.0047
H -0.559 0.698 -6.261 -0.0003
H 3.485 -0.618 -0.164 0.0013
H -1.638 3.828 1.621 0.0003
H 0.749 -2.808 -0.723 0.0024
H 2.637 0.512 2.515 0.0000
H -4.649 -3.841 0.174 0.0216
H 1.261 1.231 -4.029 0.0004
H 0.084 -2.848 2.936 0.0092
H -2.555 -5.476 0.552 0.0562
H -2.807 -0.377 2.124 0.0017
H -4.235 0.615 1.741 0.0021
H -1.480 -2.598 -2.297 0.0041
H -4.204 0.521 -1.182 0.0017
H 5.787 0.290 0.504 0.0012
H -0.232 4.237 2.651 0.0001
H 5.502 1.708 -0.536 0.0002
H 1.003 0.930 -1.592 0.0020
H -2.617 -0.259 -1.306 0.0036
H 4.490 3.799 2.158 0.0001
H 0.078 3.452 -1.598 0.0001
H -0.400 -5.324 2.632 0.0514
H -5.959 -0.309 0.389 0.0035
H -0.395 2.609 1.952 0.0003
H 0.261 -4.488 -1.077 0.0298
H 3.082 0.857 -1.134 0.0002
H 1.072 0.017 -6.291 0.0000
H -5.590 -1.601 1.529 0.0081
H 0.184 6.227 0.987 0.0000
H 1.168 -5.515 1.826 0.0458
```



[2]
Formula: C29H48BiNOP3S
Source: the Open Molecules 2025 dataset
Level of theory: wB97M-V/def2-TZVPD

energy above the lowest of the compared OMol25 structures with the same formula, charge and spin: 95.60 kJ/mol
Kohn-Sham gap: 4.36 eV
LUMO: -0.3700 Ha
total charge: +3
2S+1: 1

```
84
Properties=species:S:1:pos:R:3:mulliken_charge:R:1
Bi -0.667 0.362 -0.465 0.8790
S -2.575 -0.035 2.597 0.0958
P 1.788 1.126 1.084 0.6989
P -1.393 2.556 -1.642 0.5413
P 1.537 -0.460 -2.140 0.6342
O -1.942 -0.438 -4.411 -0.4034
N -1.309 0.648 1.772 -0.1934
C -2.829 1.210 3.873 0.3657
C -2.907 -3.336 -7.184 -0.5162
C -0.530 -1.582 3.756 0.1820
C -3.556 -2.071 -7.232 -0.3914
C -2.092 2.409 5.831 -0.7129
C -3.171 3.300 5.700 -0.4868
C -0.100 -2.524 4.691 -0.6875
C 0.868 -0.782 -3.803 -1.4077
C 0.042 -4.197 0.726 -0.4397
C -1.684 -3.436 -6.487 -0.5601
C -4.082 3.120 4.643 -0.6297
C -1.918 1.369 4.916 -0.1349
C -3.163 -0.992 -6.419 -0.7525
C -2.396 -3.056 5.224 -0.6863
C -0.903 -3.829 -0.158 -0.6182
C -3.922 2.075 3.735 -0.4589
C -1.201 -2.327 -5.766 -0.2692
C -1.893 -1.337 3.631 0.5841
C 2.332 -2.096 -1.897 -1.1298
C -2.208 3.775 -0.598 -1.0605
C -2.083 -1.236 -5.541 0.8016
C -0.154 3.363 -2.670 -1.0623
C 2.974 0.589 -2.614 -1.3032
C 2.610 2.651 0.492 -1.2247
C -1.029 -3.299 5.376 -0.6119
C -2.682 2.047 -2.808 -0.9550
C 1.543 1.472 2.875 -0.9634
C -2.833 -2.072 4.354 -0.4927
C 3.150 -0.087 1.218 -1.2265
H -2.802 4.480 -1.189 0.4791
H -3.880 -1.840 4.225 0.5062
H 0.961 -2.673 4.860 0.4651
H 2.506 1.699 3.367 0.5789
H -1.121 1.603 2.093 0.1777
H 0.859 2.322 3.018 0.4204
H -4.380 -1.915 -7.929 0.3759
H 2.755 -2.405 -2.866 0.4617
H -3.128 2.889 -3.352 0.4556
H 1.587 -2.836 -1.559 0.1424
H 3.452 0.132 -3.492 0.5128
H 1.686 -1.092 -4.467 0.5311
H -1.369 2.535 6.638 0.4375
H 1.874 3.468 0.477 0.3635
H -2.079 1.449 -3.520 0.0817
H 0.167 -1.048 3.118 0.0016
H -4.645 1.930 2.935 0.4820
H -3.264 4.139 6.399 0.4189
H -1.892 -3.455 0.152 0.3065
H 3.696 0.651 -1.783 0.4217
H -1.422 4.313 -0.031 0.3713
H 0.358 0.097 -4.222 0.5483
H 2.616 1.603 -2.876 0.2756
H 1.110 0.583 3.362 0.0748
H -0.123 -4.094 1.821 0.2189
H 3.135 -2.009 -1.150 0.4302
H 3.437 2.934 1.150 0.4821
H 1.076 -4.421 0.391 0.2897
H -3.638 0.004 -6.341 0.3785
H -0.743 -3.879 -1.246 0.3327
H 0.137 -1.592 -3.703 0.1445
H 3.545 -0.367 0.235 0.2346
H -4.903 3.832 4.549 0.4228
H 0.198 2.675 -3.462 0.3212
H 2.768 -0.985 1.720 0.3393
H -2.798 -0.057 -4.086 0.2932
H -3.132 -3.654 5.758 0.4351
H 3.958 0.338 1.825 0.5306
H 0.701 3.631 -2.029 0.3131
H 2.995 2.505 -0.528 0.2943
H -3.465 1.426 -2.332 0.4785
H -1.136 -4.384 -6.517 0.3811
H -3.339 -4.214 -7.708 0.3840
H -0.563 4.266 -3.141 0.4788
H -0.178 -2.324 -5.376 0.3313
H -1.093 0.675 5.031 0.4388
H -0.703 -4.097 6.042 0.4412
H -2.863 3.231 0.115 0.3113
```



Table of DFT total energy (a.u.), in record order: -2708.1255; -2899.6368